Entry i
The following is a quantum chemistry calculation of 9 unconnected molecules or ions with the total composition C21H63N3O12, from OMol25.

The geometry in XYZ format:
```
99
Properties=species:S:1:pos:R:3
C 4.719 3.114 -4.146
O 4.469 4.429 -3.975
C 5.162 5.006 -2.880
C 4.633 6.509 -2.512
C 5.550 7.036 -1.422
N 3.311 6.445 -1.896
H 4.016 2.584 -4.789
H 4.617 2.584 -3.198
H 5.739 2.950 -4.492
H 5.325 4.273 -2.090
H 6.135 5.255 -3.304
H 4.586 7.163 -3.383
H 5.204 8.050 -1.218
H 6.590 7.139 -1.730
H 5.598 6.501 -0.473
H 3.441 5.594 -1.367
H 2.633 6.354 -2.640
C -7.570 -5.878 -1.749
O -6.912 -4.637 -1.500
C -7.460 -3.608 -2.287
C -7.314 -3.751 -3.919
C -5.966 -3.397 -4.593
N -8.420 -2.905 -4.451
H -7.061 -6.332 -2.599
H -8.660 -5.836 -1.745
H -7.182 -6.540 -0.974
H -8.492 -3.446 -1.976
H -7.121 -2.596 -2.064
H -7.660 -4.749 -4.185
H -5.278 -4.233 -4.720
H -5.499 -2.616 -3.994
H -6.226 -2.932 -5.544
H -9.176 -3.569 -4.538
H -8.360 -2.609 -5.415
C 2.532 -3.497 8.966
O 1.654 -2.303 9.020
C 1.034 -1.923 7.744
C -0.160 -2.811 7.394
C -0.778 -2.514 5.996
N -1.135 -2.724 8.405
H 1.957 -4.414 8.833
H 3.006 -3.579 9.944
H 3.240 -3.357 8.149
H 0.641 -0.955 8.056
H 1.705 -1.694 6.915
H 0.125 -3.860 7.479
H -1.463 -3.312 5.713
H -0.043 -2.195 5.257
H -1.482 -1.683 6.048
H -0.483 -2.598 9.166
H -1.498 -1.781 8.414
O -0.989 -5.851 -1.141
C -0.063 -6.713 -1.693
C 0.334 -7.940 -0.788
O -0.743 -8.933 -0.650
H -1.844 -6.271 -1.025
H -0.464 -7.072 -2.641
H 0.839 -6.145 -1.919
H 0.502 -7.420 0.155
H 1.241 -8.369 -1.215
H -0.431 -9.658 -0.103
O 6.181 -1.308 2.050
C 5.513 -2.495 2.530
C 6.048 -3.700 1.786
O 7.478 -3.781 1.804
H 6.583 -0.897 2.818
H 5.678 -2.626 3.600
H 4.439 -2.378 2.387
H 5.624 -3.648 0.784
H 5.678 -4.600 2.276
H 7.788 -2.886 1.648
O -1.508 2.838 -7.604
C -1.701 4.111 -8.070
C -0.724 5.082 -7.396
O 0.576 5.079 -7.989
H -2.264 2.276 -7.789
H -1.587 4.019 -9.150
H -2.738 4.402 -7.902
H -0.519 4.889 -6.343
H -1.083 6.112 -7.401
H 1.149 4.619 -7.371
C -3.738 8.093 1.871
O -3.835 7.184 0.862
H -4.762 8.380 2.110
H -3.237 7.846 2.806
H -3.126 8.899 1.463
H -4.013 7.603 0.017
C -0.432 1.543 -1.068
O -0.789 2.338 0.121
H -0.065 2.056 -1.957
H 0.274 0.726 -0.919
H -1.355 1.015 -1.309
H -1.367 3.019 -0.231
C 2.095 4.243 5.657
O 0.848 3.763 5.532
H 2.514 4.308 4.653
H 2.245 5.267 5.997
H 2.768 3.629 6.257
H 0.763 3.203 4.757
```

Output
**Lowest unoccupied orbital energy**: 0.190 eV
**HOMO**: -9.14 eV
**Molecular weight**: 549.7 g mol⁻¹

---

Entry ii
The following is a quantum chemistry calculation of 9 unconnected molecules or ions with the total composition C21H63N3O12, from OMol25.

The geometry in XYZ format:
```
99
Properties=species:S:1:pos:R:3
C -0.420 0.784 -5.323
O -1.316 1.500 -4.498
C -1.060 1.826 -3.121
C 0.099 2.863 -2.963
C 0.139 3.618 -1.569
N -0.264 3.917 -3.883
H -0.388 -0.285 -5.116
H 0.555 1.271 -5.366
H -0.770 0.877 -6.351
H -1.987 2.300 -2.799
H -0.871 0.933 -2.525
H 1.000 2.326 -3.259
H 0.991 4.298 -1.547
H 0.129 2.863 -0.783
H -0.765 4.220 -1.477
H -1.131 4.317 -3.554
H -0.423 3.543 -4.808
C 5.053 -1.882 1.632
O 4.678 -0.656 2.209
C 5.330 -0.360 3.484
C 4.599 0.899 4.006
C 3.174 0.509 4.300
N 4.595 2.002 3.006
H 5.906 -2.384 2.088
H 5.276 -1.713 0.579
H 4.187 -2.538 1.714
H 5.306 -1.105 4.279
H 6.402 -0.173 3.423
H 5.067 1.187 4.948
H 3.193 -0.178 5.146
H 2.780 0.024 3.407
H 2.541 1.311 4.680
H 3.651 2.331 2.860
H 4.758 1.476 2.159
C -4.089 -1.154 -2.943
O -5.165 -0.502 -2.441
C -4.873 0.420 -1.365
C -6.176 1.244 -1.054
C -7.371 0.469 -0.433
N -6.920 1.849 -2.170
H -3.430 -0.441 -3.438
H -4.252 -2.002 -3.609
H -3.515 -1.561 -2.111
H -4.578 -0.110 -0.459
H -4.035 1.017 -1.726
H -5.894 2.096 -0.436
H -7.097 -0.209 0.375
H -7.783 -0.236 -1.155
H -8.262 1.042 -0.176
H -7.158 1.072 -2.770
H -6.377 2.472 -2.750
O 0.145 0.825 0.774
C 0.479 -0.616 0.901
C 0.202 -1.391 -0.391
O -1.207 -1.293 -0.519
H -0.675 0.696 0.291
H 1.546 -0.718 1.099
H 0.095 -0.951 1.865
H 0.429 -2.449 -0.265
H 0.572 -0.964 -1.323
H -1.722 -1.790 0.121
O -2.928 -2.474 1.643
C -3.949 -3.350 1.219
C -4.122 -4.562 2.112
O -4.308 -4.284 3.488
H -2.986 -2.480 2.601
H -4.871 -2.769 1.193
H -3.797 -3.755 0.219
H -3.205 -5.132 1.963
H -4.920 -5.213 1.755
H -3.986 -5.040 3.984
O 2.042 2.728 1.565
C 1.580 4.102 1.506
C 2.226 5.141 2.414
O 1.736 6.429 2.153
H 1.369 2.170 1.168
H 1.618 4.473 0.482
H 0.547 4.024 1.845
H 3.189 5.317 1.935
H 2.294 5.055 3.499
H 2.442 7.009 2.449
C 0.817 -4.975 1.577
O 1.784 -5.775 2.142
H 1.187 -4.107 1.033
H 0.040 -5.445 0.974
H 0.246 -4.461 2.351
H 1.908 -5.798 3.093
C 3.363 1.031 -1.884
O 4.424 0.148 -1.817
H 3.503 2.082 -2.134
H 2.644 0.731 -2.646
H 2.779 0.999 -0.964
H 5.114 0.732 -1.496
C 3.229 -3.560 -1.289
O 2.696 -2.560 -2.044
H 3.371 -3.284 -0.245
H 2.748 -4.525 -1.450
H 4.273 -3.621 -1.599
H 3.002 -1.733 -1.663
```

Output
**Lowest unoccupied orbital energy**: 0.148 eV
**HOMO**: -8.84 eV
**Molecular weight**: 549.7 g mol⁻¹

---

Stability check: which of them is least stable? entry i.